(1)
One molecule with the formula C20H23BrN2O3, computed with wB97M-V/def2-TZVPD.

```
49
Properties=species:S:1:pos:R:3
O -1.00 -1.25 2.50
C -1.60 -1.32 1.44
C -1.22 -2.30 0.37
C -0.25 -1.97 -0.56
C 0.15 -2.89 -1.51
C -0.43 -4.16 -1.53
C -1.39 -4.49 -0.59
C -1.79 -3.57 0.36
N -2.66 -0.52 1.16
C -3.29 -0.42 -0.13
C -2.74 0.83 -0.87
N -2.31 1.88 0.05
C -0.88 1.88 0.35
C -0.09 2.47 -0.82
O -0.46 3.80 -1.05
C 1.41 2.43 -0.54
O 1.80 1.07 -0.48
C 3.10 0.77 -0.24
C 4.12 1.71 -0.10
C 5.42 1.30 0.13
C 5.71 -0.05 0.22
Br 7.50 -0.61 0.53
C 4.70 -1.00 0.09
C 3.41 -0.59 -0.14
C -3.14 1.87 1.24
C -2.99 0.57 2.06
H 0.21 -0.99 -0.54
H 0.90 -2.63 -2.23
H -0.12 -4.88 -2.27
H -1.83 -5.48 -0.60
H -2.53 -3.83 1.09
H -4.37 -0.32 0.03
H -3.10 -1.32 -0.71
H -1.89 0.54 -1.49
H -3.51 1.24 -1.52
H -0.48 0.89 0.60
H -0.73 2.53 1.22
H -0.28 1.87 -1.73
H -1.42 3.84 -0.96
H 1.93 2.96 -1.35
H 1.62 2.94 0.41
H 3.91 2.77 -0.16
H 6.21 2.03 0.24
H 4.94 -2.05 0.16
H 2.62 -1.31 -0.25
H -2.89 2.74 1.86
H -4.18 1.99 0.90
H -3.92 0.35 2.59
H -2.18 0.65 2.78
```

As for the relative energy (zero: lowest compared OMol25 entry of this formula, charge and spin): 260.84 kJ/mol. Its charge is 0. Its energy is -100278.4129 eV. For the LUMO energy, the calculation gives 0.64 eV. Its HOMO-LUMO gap is 9.15 eV. As for the highest occupied orbital energy: -0.312 hartree.


(2)
C26H18BF4IN4O4SV as an isolated structure in a non-equilibrium geometry, computed with wB97M-V/def2-TZVPD.

```
60
Properties=species:S:1:pos:R:3
V -0.05 0.40 -0.76
O -2.22 -2.71 -1.86
C -1.41 -1.83 -1.82
O -1.41 -0.80 -0.99
C -0.23 -1.70 -2.73
C 0.28 -2.58 -3.65
C 1.43 -2.20 -4.35
C 2.02 -0.96 -4.11
C 1.46 -0.16 -3.15
N 0.37 -0.54 -2.49
C 1.93 1.16 -2.59
O 2.73 1.88 -3.08
O 1.23 1.37 -1.45
H -0.20 -3.54 -3.80
H 1.87 -2.88 -5.06
H 2.92 -0.64 -4.63
I 0.71 2.48 1.33
C -0.65 3.71 0.32
C -0.72 4.99 0.76
C -1.62 5.90 0.18
C -2.45 5.48 -0.82
C -2.38 4.15 -1.30
C -3.25 3.75 -2.36
C -3.17 2.50 -2.88
C -2.23 1.58 -2.36
C -1.39 1.89 -1.32
C -1.45 3.21 -0.76
H -0.08 5.31 1.57
H -1.66 6.93 0.53
H -3.16 6.16 -1.28
H -3.97 4.47 -2.74
H -3.82 2.20 -3.69
H -2.19 0.60 -2.82
C -4.20 0.43 1.61
N -3.70 -0.94 1.52
C -4.49 -2.07 1.38
C -3.67 -3.11 1.19
N -2.36 -2.62 1.22
C -2.39 -1.26 1.43
S -1.17 -0.09 1.65
C -1.22 -3.46 0.95
C -1.35 -4.84 1.06
C -0.24 -5.62 0.76
C 0.94 -5.00 0.40
C 0.96 -3.61 0.35
N -0.11 -2.86 0.60
H -5.27 0.42 1.44
H -3.70 1.05 0.87
H -3.98 0.85 2.59
H -5.57 -2.03 1.43
H -3.91 -4.13 0.99
H -2.27 -5.31 1.38
H -0.30 -6.70 0.83
H 1.84 -5.56 0.18
H 1.87 -3.07 0.10
F 1.68 -0.57 0.70
B 3.07 -0.76 0.20
F 3.73 -1.61 1.08
F 3.69 0.48 0.08
F 2.95 -1.39 -1.09
```

As for the relative energy (zero: lowest compared OMol25 entry of this formula, charge and spin): 75.34 kJ/mol. The spin multiplicity is 2. Its charge is 0. Its energy is -97582.5903 eV. The expectation value of S² is 0.766. For the LUMO energy (alpha / beta), the calculation gives -1.23 / -1.11 eV. Its HOMO-LUMO gap (alpha / beta) is 6.88 / 7.02 eV. As for the highest occupied orbital energy (alpha / beta): -0.298 / -0.299 hartree.


(3)
One molecule with the formula C4H7NO in a non-equilibrium geometry, computed with wB97M-V/def2-TZVPD.

```
13
Properties=species:S:1:pos:R:3
C -1.47 -0.20 0.34
C -0.28 -0.47 -0.61
C 0.48 1.04 -0.10
C 1.60 0.08 0.21
O 2.66 0.16 0.77
N 0.96 -1.02 -0.26
H -2.12 -0.97 0.01
H -1.29 -0.36 1.39
H -2.07 0.70 0.27
H -0.47 -0.32 -1.67
H 0.59 1.63 -1.00
H 0.22 1.71 0.74
H 1.20 -1.97 -0.10
```

As for the relative energy (zero: lowest compared OMol25 entry of this formula, charge and spin): 255.04 kJ/mol. Its charge is 0. Its energy is -7797.0011 eV. For the LUMO energy, the calculation gives 0.93 eV. Its HOMO-LUMO gap is 10.31 eV. As for the highest occupied orbital energy: -0.345 hartree.


(4)
A 3-piece molecular cluster, C4H12NO2 overall in a non-equilibrium geometry, computed with wB97M-V/def2-TZVPD.

```
19
Properties=species:S:1:pos:R:3
C -1.99 1.06 -1.18
C -2.14 1.59 0.28
C -1.43 0.94 1.26
N -0.89 -0.35 1.27
C -0.28 -1.09 2.19
H -3.13 1.05 -1.51
H -1.76 0.00 -1.39
H -1.58 1.90 -1.76
H -2.68 2.52 0.54
H -0.95 1.49 2.11
H -0.62 -0.58 0.30
H 0.35 -1.90 1.78
H -0.26 -0.45 3.06
H 4.75 -1.32 -1.78
H 4.08 -2.39 -0.94
O 4.36 -1.47 -0.87
H 0.95 0.31 -1.25
H 2.06 -0.67 -0.95
O 1.14 -0.64 -1.17
```

As for the relative energy (zero: lowest compared OMol25 entry of this formula, charge and spin): 384.73 kJ/mol. Its charge is +1. Its energy is -9918.2425 eV. For the LUMO energy, the calculation gives -5.61 eV. Its HOMO-LUMO gap is 8.40 eV. As for the highest occupied orbital energy: -0.515 hartree.